Arrangement 1

Density functional theory data (wB97M-V/def2-TZVPD) for C4H9NO in the gas phase.

XYZ file:
```
15
Properties=species:S:1:pos:R:3
C -1.644 -0.724 -0.291
C -0.458 1.409 -0.093
O -0.435 1.750 1.071
C -0.280 -0.067 -0.449
C 2.059 0.279 -0.015
N 0.791 -0.480 0.483
H -2.006 -0.562 0.728
H -2.323 -0.197 -0.971
H -1.674 -1.790 -0.542
H -0.792 2.102 -0.888
H 0.539 -0.084 1.391
H 0.139 -0.176 -1.448
H 2.593 0.540 0.910
H 2.656 -0.507 -0.505
H 0.835 -1.494 0.621
```

The HOMO energy comes out at -6.9 eV. For the HOMO-LUMO gap, the calculation gives 7.57 eV. Its total charge is 0.

Arrangement 2

Density functional theory data (wB97M-V/def2-TZVPD) for C4H9NO in the gas phase.

XYZ file:
```
15
Properties=species:S:1:pos:R:3
C -1.693 1.542 0.035
C -0.465 1.177 0.859
C 0.444 0.144 0.246
O 1.657 0.182 0.310
N -0.162 -0.970 -0.276
C 0.582 -1.990 -0.952
H -1.862 2.617 -0.052
H -1.606 1.192 -0.999
H -2.650 1.134 0.358
H -0.809 0.724 1.788
H 0.186 2.032 1.022
H -1.147 -1.132 -0.233
H 1.084 -2.674 -0.241
H 1.403 -1.659 -1.582
H -0.063 -2.700 -1.468
```

As for the SMILES: CCC(=O)NC. The HOMO energy comes out at -9.5 eV. For the HOMO-LUMO gap, the calculation gives 10.36 eV. Its total charge is 0.

Arrangement 3

Density functional theory data (wB97M-V/def2-TZVPD) for C4H9NO in the gas phase.

XYZ file:
```
15
Properties=species:S:1:pos:R:3
O -1.754 -0.096 -0.850
C -0.949 -0.126 0.343
C 0.152 -1.144 0.251
C 1.353 -0.419 -0.450
N 0.961 0.927 -0.530
C -0.081 1.166 0.461
H -2.602 0.403 -0.501
H -1.530 -0.230 1.283
H 0.384 -1.525 1.226
H -0.276 -2.019 -0.291
H 1.666 -0.982 -1.344
H 2.240 -0.538 0.276
H 0.618 1.104 -1.464
H -0.512 2.072 0.157
H 0.330 1.407 1.435
```

As for the SMILES: O[C@H]1CCNC1. The HOMO energy comes out at -8.7 eV. For the HOMO-LUMO gap, the calculation gives 9.49 eV. Its total charge is 0.

Stability comparison, relative energies in kcal/mol: arrangement 1 80.7; arrangement 2 0.0; arrangement 3 27.2